{"formula": "C27H32InN2O3Sb2", "method": "the ωB97M-V functional and the def2-TZVPD basis", "gap_ev": 7.81, "e_homo_ev": -11.01, "relative_energy_kcal_mol": 20.2, "charge": 1, "species": ["In", "C", "O", "C", "C", "C", "C", "C", "C", "N", "N", "C", "O", "C", "C", "C", "C", "C", "C", "C", "O", "H", "H", "H", "H", "H", "H", "H", "H", "H", "H", "H", "H", "C", "Sb", "C", "C", "C", "C", "C", "C", "C", "C", "C", "Sb", "C", "C", "H", "H", "H", "H", "H", "H", "H", "H", "H", "H", "H", "H", "H", "H", "H", "H", "H", "H", "H", "H"], "xyz": [[-1.414, 1.988, -1.242], [-3.671, 0.115, 2.417], [-4.743, 0.210, 1.491], [-4.634, -0.289, 0.231], [-5.841, -0.645, -0.355], [-5.919, -1.139, -1.650], [-4.763, -1.288, -2.382], [-3.531, -0.955, -1.812], [-2.351, -1.006, -2.643], [-1.175, -0.981, -2.132], [-0.059, -0.764, -2.911], [0.828, -0.164, -2.156], [0.574, 0.151, -0.905], [2.163, 0.146, -2.699], [3.179, 0.513, -1.819], [4.452, 0.772, -2.302], [4.710, 0.673, -3.661], [3.695, 0.314, -4.542], [2.424, 0.047, -4.065], [-3.436, -0.432, -0.494], [-2.252, -0.026, 0.013], [-4.101, 0.367, 3.383], [-2.866, 0.810, 2.180], [-3.272, -0.902, 2.458], [-6.731, -0.519, 0.246], [-6.880, -1.400, -2.070], [-4.790, -1.658, -3.399], [-2.441, -0.958, -3.727], [2.963, 0.577, -0.760], [5.242, 1.052, -1.617], [5.704, 0.874, -4.037], [3.896, 0.240, -5.602], [1.625, -0.234, -4.738], [0.872, -2.827, -0.848], [-0.649, -1.552, -0.075], [-2.112, -3.071, 0.195], [-0.124, -0.976, 1.933], [1.335, -0.680, 2.157], [2.264, -1.667, 1.824], [3.626, -1.485, 1.977], [4.091, -0.284, 2.488], [3.182, 0.692, 2.854], [1.802, 0.519, 2.713], [0.920, 1.646, 3.174], [-0.013, 2.699, 1.539], [1.797, 3.242, 0.533], [-0.348, 4.556, 2.547], [0.917, -3.714, -0.216], [1.840, -2.333, -0.860], [0.594, -3.117, -1.859], [-1.623, -3.871, 0.754], [-2.432, -3.457, -0.770], [-2.976, -2.716, 0.750], [-0.410, -1.875, 2.488], [-0.808, -0.172, 2.193], [1.904, -2.613, 1.443], [4.313, -2.275, 1.708], [5.151, -0.116, 2.623], [3.545, 1.619, 3.282], [1.524, 2.396, 3.682], [0.135, 1.323, 3.859], [2.454, 3.794, 1.203], [1.565, 3.864, -0.331], [2.298, 2.337, 0.193], [0.596, 4.930, 2.938], [-1.053, 4.413, 3.364], [-0.764, 5.280, 1.848]], "forces_ev_per_angstrom": [[0.0, -0.3, 0.2], [0.0, 0.0, 0.1], [0.1, 0.2, -0.1], [0.0, -0.1, 0.1], [0.0, 0.0, 0.0], [0.0, 0.0, 0.1], [0.0, 0.0, 0.0], [0.0, 0.0, 0.1], [0.0, 0.1, -0.1], [0.0, -0.3, -0.1], [0.1, 0.1, 0.0], [0.1, 0.0, -0.2], [-0.3, 0.1, 0.2], [0.0, 0.0, 0.1], [0.0, 0.0, 0.0], [0.0, 0.0, 0.0], [0.0, 0.0, 0.0], [0.0, 0.0, 0.0], [0.0, 0.0, 0.0], [-0.2, 0.0, -0.2], [0.2, 0.0, 0.0], [0.0, 0.0, 0.0], [0.0, 0.0, 0.0], [0.0, 0.0, 0.0], [0.0, 0.0, 0.0], [0.0, 0.0, 0.0], [0.0, 0.0, 0.0], [0.0, 0.0, 0.0], [0.0, -0.1, 0.0], [0.0, 0.0, 0.0], [0.0, 0.0, 0.0], [0.0, 0.0, 0.0], [0.0, 0.0, 0.0], [0.0, 0.0, 0.0], [0.0, 0.3, 0.1], [0.0, 0.1, 0.1], [0.2, -0.2, -0.2], [0.0, 0.0, 0.0], [0.0, 0.0, 0.1], [0.0, 0.0, 0.0], [0.0, 0.0, 0.0], [0.0, 0.0, 0.0], [0.1, 0.1, 0.0], [-0.1, -0.2, -0.2], [0.2, 0.2, 0.0], [-0.1, 0.0, 0.0], [-0.1, -0.1, 0.0], [0.0, 0.0, 0.0], [0.0, 0.0, 0.0], [0.0, 0.0, 0.0], [0.0, 0.0, 0.0], [0.0, 0.0, 0.0], [0.0, 0.0, 0.0], [-0.1, 0.1, 0.1], [0.0, 0.0, 0.1], [0.0, 0.0, 0.1], [0.0, 0.0, 0.0], [0.0, 0.0, 0.0], [0.0, 0.0, 0.0], [0.0, 0.0, 0.1], [0.0, 0.0, 0.0], [0.0, 0.0, 0.0], [0.0, 0.0, 0.0], [0.0, 0.1, 0.0], [0.0, 0.0, 0.0], [0.0, 0.0, 0.0], [0.0, 0.0, 0.0]]}